1.
Molecular formula: C8H7OP3
Method: DFT, wB97M-V/def2-TZVPD

Last column: Mulliken charge in e.
Element x y z (Å)
C 2.378 -0.042 0.623  -0.1306
C 1.473 0.779 1.200  -0.4550
C 0.275 1.424 0.819  -0.1078
C -0.782 0.874 0.193  0.5668
O -1.735 1.740 -0.269  -0.2779
P -3.315 1.812 -0.219  0.1084
P -3.871 -0.241 -0.040  -0.1296
P -2.244 -1.581 0.330  -0.1144
C -0.991 -0.549 -0.241  0.3820
C -0.045 -1.286 -1.038  -0.7715
C 1.330 -1.214 -1.361  -0.3894
C 2.372 -0.550 -0.736  -0.5506
H 3.212 -0.371 1.242  0.3678
H 1.798 1.198 2.204  0.2130
H 0.112 2.537 1.095  0.2664
H -4.456 0.203 1.168  0.0918
H -0.518 -2.104 -1.446  0.4292
H 1.722 -1.838 -2.188  0.2434
H 3.286 -0.793 -1.336  0.2581

Properties
**E_LUMO (spin up / spin down)**: -1.825 / -1.826 eV
**HOMO level (spin up / spin down)**: -6.9 / -6.9 eV
**Total charge**: 0
**Multiplicity**: 1
**SMILES**: C1=C\C=C2\OP=[PH]=P\C2=C\C=C/1
**Orbital gap (spin up / spin down)**: 0.185 / 0.185 Eh

2.
Molecular formula: C3HBeO2
Method: DFT, wB97M-V/def2-TZVPD

Last column: Mulliken charge in e.
Element x y z (Å)
C -3.408 0.896 0.140  0.2586
H -4.345 1.427 0.165  0.4320
C -2.356 0.306 0.097  -0.2470
O -0.919 -0.625 0.205  -0.0805
C 0.120 -0.528 0.796  0.9750
Be 2.364 -0.537 1.239  0.3473
O 1.275 -0.776 0.836  0.3146

Properties
**E_LUMO (spin up / spin down)**: -13.282 / -13.504 eV
**HOMO level (spin up / spin down)**: -19.5 / -19.9 eV
**Total charge**: +2
**Multiplicity**: 2
**⟨S²⟩**: 0.76
**Orbital gap (spin up / spin down)**: 0.228 / 0.237 Eh

3.
Molecular formula: C5H15NO2
Method: DFT, wB97M-V/def2-TZVPD

Last column: Mulliken charge in e.
Element x y z (Å)
C 1.420 1.946 1.328  -0.3873
N 0.941 1.296 0.363  -0.2228
C 1.734 0.186 -0.135  -0.7905
C 1.260 -1.138 0.508  -0.6347
C -0.146 -1.481 -0.015  -0.1812
C -0.124 -2.567 -1.103  -1.2237
H 0.775 2.570 1.939  0.2644
H 2.462 1.900 1.674  0.2639
H 1.742 0.096 -1.203  0.2707
H 2.798 0.288 0.147  0.4168
H 1.344 -1.061 1.601  0.3457
H 2.125 -1.795 0.429  0.4442
H -0.658 -0.586 -0.371  0.1780
H -0.728 -1.707 0.881  0.3350
H -1.022 -3.178 -1.093  0.3593
H 0.194 -2.108 -2.035  0.2971
H 0.715 -3.233 -0.888  0.2935
O -0.807 2.088 -1.772  -0.6301
H -0.023 1.520 -1.780  0.2971
H -0.304 2.855 -1.457  0.3198
O -3.320 -0.305 1.074  -0.6374
H -3.602 -0.160 0.171  0.3111
H -3.054 0.520 1.504  0.3112

Properties
**E_LUMO**: 0.846 eV
**HOMO level**: -9.7 eV
**Total charge**: 0
**Multiplicity**: 1
**SMILES**: C=NCCCC.O.O
**Orbital gap**: 0.389 Eh